Record 1
DFT (ωB97M-V/def2-TZVPD) results for a molecular structure, C44H42Cl2NO2ReS2Sb3.

energy above the lowest of the compared OMol25 structures with the same formula, charge and spin	420.23	kJ/mol
charge	+2
HOMO energy (spin up / spin down)	-11.980 / -11.801	eV
2S+1	2
calculated total energy	-4422.19825	Ha
gap between HOMO and LUMO (spin up / spin down)	6.17 / 5.99	eV
LUMO energy (spin up / spin down)	-5.81 / -5.81	eV

```
97
Properties=species:S:1:pos:R:3:lowdin_spin:R:1
Re -1.48 1.12 2.79 0.93
Cl 4.07 -3.90 5.78 0.00
C 2.91 -3.28 4.67 0.00
C 2.66 -3.97 3.50 -0.01
C 1.75 -3.47 2.59 0.00
Cl 1.52 -4.42 1.18 0.00
C 1.02 -2.26 2.75 0.00
O 0.19 -1.84 1.81 -0.01
C 1.30 -1.59 4.01 0.00
C 0.66 -0.40 4.50 -0.01
O -0.18 0.35 4.00 0.03
C 2.23 -2.13 4.92 0.00
H 3.17 -4.90 3.30 0.00
H 0.97 -0.13 5.51 0.00
H 2.40 -1.60 5.85 0.00
C -2.23 -1.59 -1.96 0.00
C -2.21 -2.26 -0.59 0.00
C -1.19 -3.37 -0.47 0.00
Sb 0.85 -2.55 -0.50 0.00
C 2.51 -1.27 0.07 0.00
C 2.29 0.05 0.41 0.00
C 3.38 0.86 0.70 0.00
C 4.67 0.34 0.63 0.00
C 4.87 -0.99 0.30 0.00
C 3.79 -1.81 0.02 0.00
C 1.81 -3.78 -1.95 0.00
C 2.67 -3.22 -2.88 0.00
C 3.25 -4.02 -3.86 0.00
C 2.98 -5.38 -3.89 0.00
C 2.13 -5.94 -2.95 0.00
C 1.54 -5.15 -1.98 0.00
Sb -0.34 -0.61 -2.27 0.00
C -0.71 1.33 -3.10 0.00
C 0.27 2.30 -2.97 0.00
C 0.14 3.50 -3.66 0.00
C -0.96 3.71 -4.47 0.00
C -1.94 2.74 -4.59 0.00
C -1.82 1.54 -3.90 0.00
C 0.27 -1.48 -4.12 0.00
C 1.07 -0.72 -4.96 0.00
C 1.52 -1.25 -6.17 0.00
C 1.16 -2.54 -6.53 0.00
C 0.36 -3.30 -5.69 0.00
C -0.07 -2.78 -4.48 0.00
H -3.02 -0.84 -2.01 0.00
H -2.40 -2.32 -2.76 0.00
H -3.21 -2.67 -0.37 0.00
H -1.99 -1.52 0.19 0.00
H -1.26 -4.07 -1.31 0.00
H -1.30 -3.90 0.48 0.00
H 1.28 0.45 0.48 0.00
H 3.22 1.90 0.96 0.00
H 5.51 0.98 0.84 0.00
H 5.87 -1.39 0.25 0.00
H 3.94 -2.85 -0.24 0.00
H 2.89 -2.16 -2.85 0.00
H 3.91 -3.57 -4.59 0.00
H 3.43 -6.00 -4.65 0.00
H 1.93 -7.01 -2.97 0.00
H 0.87 -5.60 -1.25 0.00
H 1.13 2.12 -2.34 0.00
H 0.90 4.26 -3.56 0.00
H -1.06 4.64 -5.02 0.00
H -2.81 2.91 -5.21 0.00
H -2.58 0.77 -4.01 0.00
H 1.34 0.29 -4.68 0.00
H 2.14 -0.65 -6.82 0.00
H 1.50 -2.95 -7.47 0.00
H 0.08 -4.30 -5.97 0.00
H -0.68 -3.39 -3.83 0.00
S -3.67 -0.09 3.33 -0.01
C -4.16 1.31 2.48 0.05
N -3.14 2.04 2.00 0.02
C -3.58 3.29 1.56 0.00
C -2.78 4.37 1.20 0.00
C -3.39 5.57 0.88 0.00
C -4.77 5.70 0.90 0.00
C -5.58 4.64 1.27 0.00
C -4.97 3.45 1.61 0.00
S -5.72 2.01 2.27 0.02
H -1.70 4.26 1.19 0.00
H -2.77 6.42 0.62 0.00
H -5.23 6.65 0.65 0.00
H -6.65 4.75 1.33 0.00
C -0.90 5.45 3.87 0.00
Sb -1.06 3.35 4.26 -0.02
C -2.84 3.45 5.42 0.00
C 0.35 3.13 5.85 -0.01
H -0.82 5.93 4.84 0.00
H -1.78 5.81 3.35 0.00
H -0.01 5.68 3.28 0.00
H -2.65 4.07 6.30 0.00
H -3.15 2.46 5.74 0.00
H -3.64 3.90 4.84 0.00
H 0.26 4.00 6.49 0.00
H 1.36 3.06 5.46 0.00
H 0.12 2.23 6.42 0.00
```

---

Record 2
DFT (ωB97M-V/def2-TZVPD) results for a molecular structure, C44H42Cl3F6N3O9S5Sm.

energy above the lowest of the compared OMol25 structures with the same formula, charge and spin	43.55	kJ/mol
charge	+1
HOMO energy (spin up / spin down)	-10.177 / -10.177	eV
2S+1	6
calculated total energy	-7171.82339	Ha
gap between HOMO and LUMO (spin up / spin down)	7.38 / 7.92	eV
LUMO energy (spin up / spin down)	-2.80 / -2.26	eV

```
113
Properties=species:S:1:pos:R:3:lowdin_spin:R:1
Sm 10.08 12.14 17.72 5.05
O 12.05 12.87 17.10 -0.01
S 13.61 12.94 16.93 0.00
C 13.84 14.67 17.37 0.00
C 13.74 14.84 18.92 0.00
C 12.41 15.06 19.69 0.00
C 11.26 15.75 18.97 0.00
S 9.70 15.22 19.77 0.00
O 9.28 13.98 18.85 -0.01
C 8.81 16.67 19.19 0.00
C 9.05 17.86 19.91 0.00
C 8.22 18.93 19.68 0.00
C 7.21 18.85 18.69 0.00
C 7.11 17.71 17.90 0.00
C 7.88 16.59 18.18 0.00
C 13.87 13.30 15.15 0.00
C 12.85 13.47 14.23 0.00
C 13.22 13.83 12.94 0.00
C 14.56 13.91 12.54 0.00
C 15.57 13.55 13.43 0.00
C 15.23 13.33 14.76 0.00
H 13.01 15.26 16.93 0.00
H 14.80 14.97 16.93 0.00
H 14.45 15.65 19.22 0.00
H 14.25 13.95 19.34 0.00
H 12.68 15.64 20.60 0.00
H 12.05 14.11 20.07 0.00
H 11.25 15.49 17.89 0.00
H 11.37 16.82 19.02 0.00
H 9.80 17.88 20.71 0.00
H 8.28 19.78 20.32 0.00
H 6.57 19.69 18.54 0.00
H 6.35 17.58 17.10 0.00
H 7.75 15.69 17.65 0.00
H 11.82 13.32 14.44 0.00
H 12.41 14.08 12.26 0.00
H 14.82 14.08 11.47 0.00
H 16.59 13.32 13.01 0.00
H 15.90 13.08 15.54 0.00
F 5.41 10.32 19.15 0.00
C 6.13 9.38 18.50 0.00
F 5.78 8.18 19.01 0.00
F 5.73 9.45 17.23 0.00
S 8.02 9.71 18.50 0.00
O 8.47 10.12 19.81 0.00
O 8.14 10.83 17.51 -0.01
N 8.61 8.38 17.87 0.00
S 10.15 8.34 17.45 0.00
O 10.37 7.74 16.14 0.00
O 10.86 9.60 17.70 0.00
C 10.88 7.12 18.78 0.00
F 12.13 6.76 18.58 0.00
F 10.12 6.07 18.78 0.00
F 10.80 7.68 20.02 0.00
Cl 14.23 16.44 24.78 0.00
C 13.05 15.22 24.87 0.00
C 11.82 15.40 24.21 0.00
C 10.94 14.32 24.03 0.00
C 11.25 13.09 24.67 0.00
C 10.20 11.93 24.63 0.00
C 10.55 10.70 23.77 0.00
N 11.05 10.91 22.41 0.00
C 12.34 10.78 21.96 0.00
C 12.35 11.15 20.65 0.00
N 11.06 11.41 20.21 0.00
C 10.30 11.29 21.28 0.00
O 8.95 12.44 24.15 0.00
C 8.04 13.08 25.04 0.00
C 6.97 13.66 24.19 0.00
C 6.54 14.97 24.12 0.00
Cl 6.67 16.17 25.30 0.00
S 5.58 15.36 22.71 0.00
C 5.62 13.68 22.32 0.00
C 6.34 12.93 23.15 0.00
C 12.44 12.94 25.42 0.00
Cl 12.93 11.66 26.49 0.00
C 13.36 13.99 25.46 0.00
H 11.68 16.32 23.65 0.00
H 10.04 14.41 23.44 0.00
H 10.10 11.57 25.64 0.00
H 9.68 10.03 23.75 0.00
H 11.33 10.19 24.33 0.00
H 13.17 10.55 22.62 0.00
H 13.12 11.15 19.90 0.00
H 9.24 11.47 21.37 0.00
H 8.48 13.84 25.72 0.00
H 7.59 12.33 25.74 0.00
H 5.16 13.37 21.41 0.00
H 6.52 11.87 23.05 0.00
H 14.28 13.87 25.99 0.00
C 7.68 12.50 9.26 0.00
C 7.98 12.46 10.75 0.00
C 8.35 11.24 11.39 0.00
C 8.68 11.11 12.73 0.00
C 9.03 9.75 13.25 0.00
C 8.62 12.30 13.58 0.00
C 8.15 13.47 13.01 0.00
C 7.90 14.84 13.65 0.00
C 7.86 13.53 11.64 0.00
C 9.05 12.40 15.02 0.00
O 9.79 11.46 15.49 -0.01
O 8.79 13.48 15.69 0.00
H 7.12 13.40 9.03 0.00
H 7.15 11.59 9.01 0.00
H 8.59 12.59 8.70 0.00
H 8.38 10.32 10.82 0.00
H 9.23 9.02 12.45 0.00
H 8.14 9.39 13.84 0.00
H 9.85 9.73 13.98 0.00
H 6.99 14.88 14.24 0.00
H 7.83 15.56 12.84 0.00
H 8.71 15.06 14.37 0.00
H 7.44 14.44 11.20 0.00
```

---

Record 3
DFT (ωB97M-V/def2-TZVPD) results for a molecular structure, C44H42ClFeN6O2PS.

charge	-1
HOMO energy (spin up / spin down)	-4.140 / -4.118	eV
2S+1	2
calculated total energy	-4644.32482	Ha
gap between HOMO and LUMO (spin up / spin down)	6.63 / 5.97	eV
LUMO energy (spin up / spin down)	2.49 / 1.86	eV

```
98
Properties=species:S:1:pos:R:3:lowdin_spin:R:1
Fe 0.60 -0.26 0.36 0.01
N 4.86 5.45 -3.39 0.00
C 4.60 4.24 -2.75 0.00
C 4.53 4.17 -1.35 0.00
C 4.29 2.97 -0.71 0.00
C 4.10 1.81 -1.45 0.00
C 4.19 1.86 -2.84 0.00
C 4.44 3.06 -3.48 0.00
S 3.67 0.27 -0.68 0.00
O 3.14 -0.54 -1.74 0.00
O 4.81 -0.20 0.06 0.00
N 2.42 0.66 0.26 0.02
C 2.46 1.08 1.54 0.00
N 3.49 1.69 2.15 0.00
C 3.30 2.00 3.43 0.00
C 2.12 1.76 4.11 0.00
C 1.11 1.16 3.38 0.00
N 1.27 0.82 2.12 0.00
H 4.58 6.27 -2.87 0.00
H 4.56 5.49 -4.35 0.00
H 4.67 5.08 -0.78 0.00
H 4.24 2.92 0.37 0.00
H 4.04 0.95 -3.40 0.00
H 4.51 3.10 -4.56 0.00
H 4.14 2.49 3.92 0.00
H 1.99 2.04 5.15 0.00
H 0.14 0.96 3.82 0.00
N -1.12 0.05 -0.40 0.00
P -2.08 -0.79 -1.27 0.00
C -3.31 0.24 -2.14 0.00
C -4.22 -0.28 -3.06 0.00
C -5.11 0.56 -3.72 0.00
C -5.08 1.93 -3.47 0.00
C -4.17 2.45 -2.57 0.00
C -3.29 1.61 -1.90 0.00
C -1.35 -1.74 -2.65 0.00
C -0.27 -1.15 -3.31 0.00
C 0.35 -1.79 -4.37 0.00
C -0.12 -3.04 -4.79 0.00
C -1.19 -3.63 -4.15 0.00
C -1.81 -2.98 -3.09 0.00
C -3.08 -2.04 -0.38 0.00
C -4.40 -1.80 -0.01 0.00
C -5.07 -2.68 0.84 0.00
C -4.41 -3.81 1.32 0.00
C -3.09 -4.05 0.96 0.00
C -2.43 -3.16 0.12 0.00
H -4.25 -1.35 -3.26 0.00
H -5.81 0.16 -4.44 0.00
H -5.77 2.59 -3.99 0.00
H -4.14 3.52 -2.38 0.00
H -2.57 1.99 -1.19 0.00
H 0.13 -0.21 -2.94 0.00
H 1.20 -1.34 -4.86 0.00
H 0.37 -3.55 -5.61 0.00
H -1.54 -4.60 -4.46 0.00
H -2.64 -3.45 -2.58 0.00
H -4.92 -0.92 -0.38 0.00
H -6.09 -2.48 1.13 0.00
H -4.93 -4.50 1.98 0.00
H -2.57 -4.92 1.34 0.00
H -1.39 -3.34 -0.13 0.00
Cl -0.64 4.89 4.78 0.04
C -0.32 4.34 3.15 0.13
C 0.86 4.74 2.52 -0.02
C 1.12 4.30 1.24 0.12
C 0.22 3.44 0.56 0.05
C 0.48 2.98 -0.74 0.50
C -0.95 3.03 1.25 0.12
C -1.22 3.48 2.53 -0.02
H 1.56 5.37 3.05 0.00
H 2.04 4.59 0.74 0.00
H 1.39 3.25 -1.27 0.03
H -0.21 2.28 -1.21 0.03
H -1.60 2.31 0.77 0.00
H -2.11 3.17 3.05 0.00
C -0.20 -2.24 5.34 0.00
N -0.29 -2.68 3.97 0.00
C -1.39 -2.03 3.28 0.00
C 0.99 -2.44 3.27 0.00
C 1.00 -2.97 1.86 0.00
C 1.03 -4.37 1.73 0.00
C 1.07 -4.98 0.49 0.00
C 1.14 -4.18 -0.64 0.00
C 1.10 -2.80 -0.51 0.00
C 0.98 -2.13 0.73 0.00
H -1.15 -2.40 5.85 0.00
H 0.06 -1.17 5.44 0.00
H 0.57 -2.81 5.87 0.00
H -2.31 -2.17 3.85 0.00
H -1.53 -2.46 2.29 0.00
H -1.23 -0.95 3.13 0.00
H 1.77 -2.95 3.85 0.00
H 1.23 -1.38 3.26 0.00
H 1.01 -4.97 2.63 0.00
H 1.08 -6.06 0.41 0.00
H 1.21 -4.63 -1.63 0.00
H 1.18 -2.21 -1.41 0.00
```

---

Record 4
DFT (ωB97M-V/def2-TZVPD) results for 8 unconnected molecules or ions with the total composition C44H42F3N7O2.

HOMO energy	-9.304	eV
calculated total energy	-2535.18944	Ha
gap between HOMO and LUMO	7.87	eV
SMILES	O=C1C=CC(=O)C(CCC(F)(F)F)=C1.c1ccncc1.c1ccncc1.c1ccncc1.c1ccncc1.c1ccncc1.c1ccncc1.c1ccncc1
LUMO energy	-1.44	eV

```
98
Properties=species:S:1:pos:R:3:lowdin_charge:R:1
O 4.83 -4.70 0.20 0.11
C 4.36 -3.76 -0.41 -0.37
C 5.20 -2.59 -0.76 0.03
C 4.63 -1.48 -1.22 0.03
C 3.15 -1.39 -1.36 -0.31
O 2.63 -0.31 -1.53 0.10
C 2.35 -2.64 -1.28 -0.14
C 0.91 -2.63 -1.73 -0.10
C -0.07 -1.88 -0.82 -0.05
C -0.11 -2.37 0.60 -0.61
F -0.40 -3.69 0.69 0.13
F 1.00 -2.13 1.30 0.15
F -1.12 -1.74 1.25 0.10
C 2.94 -3.74 -0.83 0.07
H 6.27 -2.68 -0.62 0.12
H 5.22 -0.61 -1.49 0.12
H 0.87 -2.14 -2.70 0.14
H 0.59 -3.67 -1.84 0.12
H 0.07 -0.81 -0.84 0.11
H -1.06 -2.05 -1.23 0.09
H 2.39 -4.67 -0.75 0.14
N -5.04 -4.79 4.07 0.06
C -4.25 -3.90 3.48 -0.16
C -3.10 -4.23 2.78 -0.06
C -2.75 -5.56 2.69 -0.07
C -3.56 -6.51 3.30 -0.07
C -4.69 -6.07 3.97 -0.15
H -4.56 -2.86 3.57 0.08
H -2.50 -3.46 2.32 0.08
H -1.85 -5.86 2.15 0.10
H -3.32 -7.56 3.25 0.10
H -5.35 -6.78 4.46 0.10
N -0.45 2.37 -1.06 0.05
C 0.83 2.03 -0.92 -0.15
C 1.86 2.94 -0.77 -0.06
C 1.55 4.29 -0.77 -0.08
C 0.22 4.67 -0.90 -0.07
C -0.73 3.68 -1.04 -0.17
H 1.03 0.97 -0.94 0.05
H 2.88 2.60 -0.67 0.10
H 2.32 5.04 -0.66 0.09
H -0.06 5.71 -0.91 0.09
H -1.78 3.93 -1.15 0.10
N 2.86 7.67 -1.70 0.05
C 4.14 7.66 -1.33 -0.15
C 4.71 8.58 -0.47 -0.07
C 3.90 9.58 0.05 -0.08
C 2.56 9.61 -0.32 -0.08
C 2.10 8.64 -1.20 -0.16
H 4.74 6.86 -1.76 0.08
H 5.75 8.51 -0.20 0.10
H 4.30 10.32 0.73 0.10
H 1.90 10.38 0.05 0.10
H 1.06 8.63 -1.51 0.10
N -7.13 0.17 6.64 0.05
C -6.35 1.08 6.06 -0.16
C -5.19 0.76 5.37 -0.08
C -4.82 -0.57 5.27 -0.09
C -5.63 -1.53 5.86 -0.07
C -6.77 -1.11 6.53 -0.15
H -6.66 2.11 6.16 0.10
H -4.59 1.54 4.92 0.10
H -3.92 -0.86 4.74 0.10
H -5.38 -2.58 5.81 0.08
H -7.43 -1.82 7.01 0.10
N 6.75 4.91 -0.73 0.05
C 6.84 4.78 -2.06 -0.16
C 8.00 4.43 -2.72 -0.07
C 9.14 4.19 -1.98 -0.08
C 9.07 4.32 -0.60 -0.07
C 7.86 4.67 -0.03 -0.16
H 5.92 4.98 -2.61 0.10
H 8.01 4.34 -3.80 0.10
H 10.07 3.91 -2.46 0.11
H 9.94 4.14 0.03 0.10
H 7.76 4.77 1.05 0.10
N -3.45 -1.40 -1.85 0.06
C -3.66 -1.84 -0.61 -0.17
C -4.55 -1.25 0.27 -0.06
C -5.27 -0.15 -0.16 -0.07
C -5.06 0.32 -1.45 -0.07
C -4.14 -0.34 -2.25 -0.14
H -3.07 -2.70 -0.31 0.09
H -4.67 -1.65 1.27 0.09
H -5.97 0.34 0.50 0.11
H -5.60 1.18 -1.82 0.10
H -3.96 -0.01 -3.27 0.11
N -1.29 -4.89 -4.56 0.05
C -2.01 -4.48 -3.52 -0.16
C -2.90 -5.29 -2.83 -0.07
C -3.07 -6.59 -3.26 -0.08
C -2.34 -7.04 -4.35 -0.08
C -1.46 -6.15 -4.96 -0.16
H -1.85 -3.45 -3.22 0.09
H -3.46 -4.89 -1.99 0.09
H -3.77 -7.25 -2.76 0.10
H -2.44 -8.05 -4.72 0.10
H -0.87 -6.46 -5.81 0.10
```

---

no.,F_max (eV/Å)
1,1.9
2,3.1
3,1.2
4,1.0